No. 1
Molecular formula: C3H6N2O
Method: DFT, ωB97M-V/def2-TZVPD

## Properties
E: -8233.3392 eV
energy relative to the best compared isomer or geometry (same formula, charge and spin): 324.1 kJ/mol
gap between HOMO and LUMO: 0.348 Eh
M: 86.09 u

Geometry (Å):
C 1.6571 -0.5848 0.0215
N 0.8397 0.6183 -0.0332
C -0.4415 0.6268 -0.3620
N -1.1915 -0.4106 -0.6945
C -1.9744 0.6468 0.1847
O -2.1716 0.4639 1.3800
H 1.3859 -1.2088 0.8813
H 2.7077 -0.3023 0.1097
H 1.5337 -1.1661 -0.8977
H 1.2377 1.4829 0.2986
H -0.9459 -1.3561 -0.3890
H -2.6369 1.1901 -0.4994

---

No. 2
Molecular formula: C18H15N3O3
Method: DFT, ωB97M-V/def2-TZVPD

## Properties
SMILES string: N/C(=N\OC(=O)COc1ccc2ccccc2c1)c1ccncc1
E: -29520.8745 eV
energy relative to the best compared isomer or geometry (same formula, charge and spin): 197.9 kJ/mol
gap between HOMO and LUMO: 0.316 Eh
M: 321.34 u

Geometry (Å):
N -2.8294 -0.7844 -0.9077
C -3.5410 -0.0686 -0.0124
N -3.1071 0.8087 0.8119
O -1.7332 1.1421 0.7682
C -1.2554 1.7246 -0.3203
O -1.8681 1.9574 -1.3286
C 0.2345 2.0069 -0.1235
O 0.8714 0.7569 -0.2824
C 2.2267 0.6808 -0.0986
C 2.7844 -0.5717 -0.2167
C 4.1656 -0.7681 -0.0522
C 4.7607 -2.0434 -0.1671
C 6.1070 -2.2021 -0.0002
C 6.9245 -1.0969 0.2889
C 6.3795 0.1503 0.4066
C 4.9930 0.3485 0.2405
C 4.3935 1.6173 0.3538
C 3.0465 1.7880 0.1897
H 2.6201 2.7747 0.2806
H 5.0190 2.4703 0.5750
H 7.0024 1.0051 0.6291
H 7.9869 -1.2434 0.4172
H 6.5551 -3.1811 -0.0895
H 4.1293 -2.8915 -0.3894
H 2.1443 -1.4119 -0.4380
H 0.5603 2.7228 -0.8879
H 0.3989 2.4110 0.8827
C -4.9881 -0.3541 0.0964
C -5.7530 -0.6750 -1.0213
C -7.1046 -0.9295 -0.8432
N -7.7067 -0.8872 0.3310
C -6.9815 -0.5702 1.3904
C -5.6254 -0.2930 1.3330
H -5.0602 -0.0343 2.2122
H -7.5177 -0.5397 2.3295
H -7.7371 -1.1808 -1.6846
H -5.3254 -0.6976 -2.0126
H -3.2999 -1.3877 -1.5575
H -1.8699 -0.5531 -1.1031

---

No. 3
Molecular formula: C20H18Br2IrN5O3S
Method: DFT, ωB97M-V/def2-TZVPD

## Properties
net charge: +1
E: -188380.8410 eV
energy relative to the best compared isomer or geometry (same formula, charge and spin): 0.0 kJ/mol
expectation value of S²: 0.78
2S+1: 2
gap between HOMO and LUMO (alpha / beta): 0.241 / 0.160 Eh
M: 760.49 u

Geometry (Å):
Ir -0.4683 -0.0728 -0.4261
N 3.0366 1.7968 -2.2159
C 1.9468 1.4140 -1.5032
S 0.8900 0.2698 -2.2890
N 1.7814 1.9129 -0.3248
N 0.6658 1.3998 0.3485
C 0.2055 2.2023 1.2433
C -0.9671 2.0306 2.0743
C -1.4130 3.1258 2.8260
C -2.5654 3.0447 3.5779
C -3.2809 1.8448 3.5921
C -2.8454 0.7461 2.8745
C -1.6795 0.8195 2.1083
O -1.2188 -0.2427 1.4632
H 3.0919 1.5598 -3.1894
H 3.5740 2.5772 -1.8787
H 0.7528 3.1354 1.3344
H -0.8424 4.0479 2.7970
H -2.9072 3.8928 4.1547
H -4.1881 1.7723 4.1792
H -3.3807 -0.1954 2.8969
C 2.7027 -1.0051 0.5342
C 1.7429 -2.1144 0.2953
C 2.1906 -3.4410 0.4551
C 1.3375 -4.5006 0.3538
C -0.0148 -4.2548 0.0706
C -1.0395 -5.2563 -0.0002
Br -0.6146 -7.0413 0.2669
C -2.3649 -4.9277 -0.2568
C -2.7203 -3.6196 -0.5084
Br -4.4811 -3.1544 -0.8730
C -1.7321 -2.5897 -0.5181
O -1.9843 -1.3963 -0.8272
C -0.3830 -2.9306 -0.1487
N 0.4671 -1.8758 -0.0407
H 3.4775 -1.3330 1.2250
H 2.2036 -0.1356 0.9439
H 3.1791 -0.7166 -0.4047
H 3.2341 -3.6025 0.6854
H 1.6881 -5.5134 0.4961
H -3.1170 -5.7033 -0.2698
C -3.2029 3.2694 -0.7832
C -2.7664 1.8418 -0.7479
N -3.6750 0.9136 -0.5067
O -1.5448 1.6021 -0.9225
H -4.2372 3.3725 -1.1059
H -2.5485 3.8337 -1.4418
H -3.1057 3.6684 0.2293
H -4.6384 1.1722 -0.3862
H -3.4264 -0.0661 -0.4765

---

No. 4
Molecular formula: C10H14BCdClN6
Method: DFT, ωB97M-V/def2-TZVPD

## Properties
E: -37302.4069 eV
gap between HOMO and LUMO: 0.286 Eh
M: 376.94 u

Geometry (Å):
H 1.0990 3.3198 0.0945
N 0.4852 1.8187 -1.2617
B 0.1406 0.3775 -3.3464
N 0.4793 1.7451 -2.6406
C 0.8193 2.9438 -3.1552
Cd 1.8813 0.7155 0.2335
H 0.8284 3.0802 -4.2291
C 1.1133 3.8196 -2.0861
H 1.4382 4.8404 -2.1040
C 0.8960 3.0675 -0.9297
H 0.2407 0.4951 -4.5311
C -1.2377 -1.8000 1.5475
H -1.1624 -2.3016 2.5271
H -0.2869 -1.8990 0.9944
H -2.0322 -2.2759 0.9581
N -1.3014 -0.0273 -2.9524
N 1.1167 -0.7583 -2.8289
N -1.6265 -0.1792 -1.6111
N 1.3036 -0.9577 -1.4808
C -2.3811 -0.2548 -3.7332
C 1.9074 -1.6123 -3.5314
H -2.3023 -0.1690 -4.8117
H 1.8965 -1.5820 -4.6058
C -3.4648 -0.5674 -2.8857
C 2.6410 -2.3730 -2.5923
C -2.9127 -0.5000 -1.5725
C 2.2256 -1.9371 -1.3473
H -4.4819 -0.8089 -3.1391
H 3.3830 -3.1357 -2.7942
H -3.4270 -0.6735 -0.6407
H 2.5922 -2.2174 -0.3714
H -1.3459 -0.7159 1.6454
Cl 3.3557 0.8407 2.0770